No. 1
{
  "formula": "C4H9NO",
  "method": "ωB97M-V with the def2-TZVPD basis set",
  "species": ["C", "C", "N", "C", "C", "O", "H", "H", "H", "H", "H", "H", "H", "H", "H"],
  "xyz": [[1.70054, 0.11733, 0.35954], [0.86893, -0.62274, -0.62968], [-0.37209, -1.18292, -0.10495], [-1.52994, -0.38031, -0.10509], [-1.43123, 1.07377, -0.12267], [-2.63818, -0.84964, 0.19344], [2.73475, 0.40902, -0.04395], [1.21271, 0.92382, 0.85858], [1.86263, -0.60278, 1.34086], [0.75315, -0.16785, -1.37071], [1.40080, -1.54104, -0.71217], [-0.25840, -1.89559, 0.86020], [-2.48303, 1.61704, -0.49314], [-0.81307, 1.54233, -0.93828], [-1.00758, 1.55957, 0.90803]],
  "forces_ev_per_angstrom": [[2.2, -1.3, 3.1], [1.9, -7.8, 12.3], [-1.0, -0.9, 3.0], [-1.8, -2.4, 2.7], [-0.7, 5.4, -1.2], [1.7, 0.1, -0.7], [-1.6, -0.4, 0.6], [-0.3, 1.1, -0.2], [0.0, 1.4, -2.5], [-2.0, 6.6, -11.6], [0.9, -0.5, -1.4], [-0.7, 2.8, -4.1], [2.4, -1.8, 1.7], [0.2, -0.8, 0.8], [-1.3, -1.4, -2.5]],
  "homo_lumo_gap_ev": 10.140,
  "multiplicity": 1,
  "smiles": "CCNC(C)=O",
  "lumo_ev": 0.61,
  "homo_energy_ev": -9.53,
  "total_energy_ev": -7828.42468
}



No. 2
{
  "formula": "C5H8N2",
  "method": "ωB97M-V with the def2-TZVPD basis set",
  "species": ["C", "C", "C", "N", "C", "C", "N", "H", "H", "H", "H", "H", "H", "H", "H"],
  "xyz": [[0.93463, -0.57707, -1.24662], [0.68975, 0.50602, 0.93683], [-0.01021, 1.46671, -0.00933], [-0.86585, 0.30900, -0.36493], [-0.58308, -0.32270, 0.93783], [-0.56897, -1.79965, 0.85089], [-0.66196, -2.93986, 0.68081], [0.56880, -0.10468, -2.16379], [1.93468, -0.34065, -0.96176], [0.64205, -1.62365, -1.19102], [1.10884, 0.85513, 1.89805], [0.56505, 1.84750, -0.86463], [-0.58697, 2.31657, 0.39135], [-1.83365, 0.47823, -0.59804], [-1.33311, -0.07090, 1.70435]],
  "forces_ev_per_angstrom": [[0.7, -0.4, -0.5], [-0.3, 0.3, 0.4], [-0.1, 0.1, -0.4], [-0.9, 0.3, 0.1], [-0.3, -0.2, -0.3], [-0.2, -0.7, -0.1], [0.2, 1.0, 0.3], [0.2, 0.1, 0.6], [0.5, -0.2, -0.2], [0.2, 0.3, 0.2], [0.4, -0.5, -0.7], [-0.1, 0.0, 0.3], [0.1, -0.3, 0.4], [-0.3, 0.0, -0.1], [0.2, 0.3, -0.1]],
  "homo_lumo_gap_ev": [8.741, 7.566],
  "multiplicity": 1,
  "lumo_ev": [0.33, -0.10],
  "homo_energy_ev": [-8.41, -7.67],
  "total_energy_ev": -8288.64813
}



No. 3
{
  "formula": "C28H40HfNO2",
  "method": "ωB97M-V with the def2-TZVPD basis set",
  "species": ["O", "C", "C", "H", "H", "C", "H", "H", "C", "H", "H", "H", "C", "H", "H", "H", "Hf", "C", "C", "C", "H", "C", "C", "H", "H", "H", "H", "C", "C", "C", "H", "C", "C", "H", "H", "H", "H", "O", "C", "C", "H", "H", "C", "H", "H", "C", "H", "H", "H", "H", "C", "N", "C", "C", "C", "C", "C", "C", "C", "C", "H", "H", "H", "H", "H", "H", "H", "H", "H", "H", "H", "H"],
  "xyz": [[-1.03306, -1.05507, -0.29701], [-2.37573, -0.36282, 0.01432], [-3.13899, -1.66167, -0.13098], [-2.53527, 0.36710, -0.77421], [-2.34584, 0.08604, 1.01567], [-1.85937, -2.26419, -0.73132], [-3.93846, -1.66788, -0.83955], [-3.42694, -2.10906, 0.84342], [-1.74879, -2.26088, -2.24034], [-1.80784, -1.24533, -2.66159], [-2.55406, -2.83713, -2.70750], [-0.80349, -2.73579, -2.53166], [-1.48987, -3.57945, -0.06806], [-1.87077, -3.60281, 0.96116], [-0.40985, -3.77350, -0.09859], [-2.00940, -4.37252, -0.61905], [0.87369, -0.49288, 0.57131], [1.36062, -1.18273, 2.77404], [0.76995, 0.07722, 3.13679], [-0.62827, -0.00293, 2.92555], [1.27429, 0.89937, 3.64381], [-0.93626, -1.31473, 2.48045], [0.29293, -2.03211, 2.30175], [0.38492, -3.09339, 2.08718], [2.34077, -1.53477, 3.08225], [-1.34003, 0.79675, 3.12949], [-1.92630, -1.75855, 2.45913], [3.11331, -1.08536, 0.13575], [2.33690, -2.29242, 0.15035], [1.45675, -2.25857, -0.97516], [2.50696, -3.14598, 0.79714], [1.68516, -1.04180, -1.68836], [2.68843, -0.30879, -0.99840], [3.11105, 0.63948, -1.31690], [4.00452, -0.90371, 0.72605], [0.88640, -3.10174, -1.35477], [1.25376, -0.78450, -2.65283], [-3.63284, -0.10424, -2.72996], [-4.60489, -1.14048, -3.12675], [-5.89457, -0.48879, -3.64845], [-4.95057, -1.70019, -2.23419], [-4.13138, -1.88155, -3.79709], [-5.77675, 0.97091, -3.17678], [-6.72616, -0.99688, -3.16305], [-6.03565, -0.58593, -4.73133], [-4.33181, 1.15330, -2.62725], [-6.53565, 1.14793, -2.41174], [-5.98655, 1.66369, -3.99439], [-4.32749, 1.40833, -1.54913], [-3.82138, 1.95252, -3.18538], [5.83358, 1.59418, 2.92117], [4.79346, 2.04032, 2.03115], [5.18980, 2.05731, 0.64659], [3.45330, 1.61413, 2.34309], [2.44444, 2.38848, 1.51241], [2.52902, 3.79127, 1.53217], [1.64253, 4.55402, 0.76939], [0.70669, 3.91425, -0.04983], [0.64310, 2.50949, -0.08199], [1.47769, 1.74177, 0.72569], [6.11806, 0.53199, 2.76174], [5.51386, 1.72191, 3.96433], [6.72244, 2.21333, 2.72422], [5.20377, 1.05104, 0.18225], [4.53655, 2.70568, 0.05078], [6.21315, 2.45742, 0.61835], [3.35027, 0.51581, 2.20210], [3.29932, 1.78943, 3.41955], [3.30521, 4.26711, 2.14142], [1.68078, 5.64390, 0.81203], [0.01278, 4.49200, -0.66545], [-0.07597, 2.00361, -0.73501]],
  "forces_ev_per_angstrom": [[-1.8, 0.7, 0.4], [0.8, 0.2, 0.2], [0.7, 0.0, 0.3], [0.0, -0.1, 0.1], [0.0, -0.1, -0.5], [0.1, -0.3, 0.0], [-0.5, 0.2, 0.1], [0.1, 0.2, -0.8], [0.1, -0.2, -0.4], [0.1, -0.5, 0.3], [0.1, -0.1, 0.3], [-0.2, 0.2, 0.0], [0.1, 0.1, 0.0], [0.4, -0.1, -0.2], [-0.5, -0.1, 0.1], [0.1, 0.1, 0.1], [-2.1, 2.0, 1.7], [-0.8, 0.3, 1.0], [0.4, -0.9, 0.1], [0.3, -0.5, -0.3], [-0.1, -0.2, -0.5], [1.3, -0.1, 0.5], [-0.5, 0.1, 1.3], [-0.1, 0.3, 0.1], [-0.1, 0.2, -0.4], [0.2, -0.3, -0.1], [0.2, 0.2, -0.6], [0.1, -0.8, -1.2], [1.0, -0.1, -1.4], [1.3, -0.2, -0.3], [-0.2, 0.3, 0.0], [0.6, -0.3, 0.4], [0.6, -0.7, -0.2], [-0.2, -0.2, 0.2], [-0.5, 0.2, 0.2], [0.0, 0.5, 0.3], [-0.1, 0.1, 0.4], [-1.6, -0.5, -1.2], [0.0, -0.2, 0.5], [0.6, 0.0, -0.2], [0.5, 0.2, -0.3], [-0.1, 0.7, 0.2], [-0.1, 0.0, 0.1], [-0.1, 0.1, -0.2], [0.2, 0.1, 0.3], [-0.5, -0.1, 0.3], [0.2, 0.2, 0.0], [0.1, 0.0, 0.1], [-0.2, 0.2, -0.5], [0.2, -0.5, 0.2], [0.1, -0.1, -0.1], [0.0, 0.8, 0.2], [0.2, -0.1, 0.0], [0.3, -0.3, -0.1], [-0.1, 0.3, 0.1], [-0.2, -0.4, -0.1], [-0.1, -0.2, -0.1], [-0.2, -0.2, -0.1], [0.2, 0.7, 0.4], [0.1, -0.9, 0.0], [-0.1, 0.2, 0.1], [0.2, 0.0, -0.2], [-0.2, -0.3, 0.3], [0.1, 0.1, 0.0], [0.1, -0.1, 0.1], [-0.3, -0.1, -0.3], [-0.2, 0.4, 0.0], [0.0, 0.1, -0.2], [-0.3, -0.2, -0.2], [0.0, -0.3, -0.1], [0.3, -0.1, 0.2], [-0.1, 0.3, -0.1]],
  "homo_lumo_gap_ev": 7.662,
  "multiplicity": 1,
  "total_charge": 1,
  "lumo_ev": -2.59,
  "homo_energy_ev": -10.26,
  "total_energy_ev": -36569.13116
}



No. 4
{
  "formula": "C3N3O2",
  "method": "ωB97M-V with the def2-TZVPD basis set",
  "species": ["C", "C", "C", "N", "N", "N", "O", "O"],
  "xyz": [[-0.95942, -1.15597, -1.92464], [0.30608, -0.56319, -0.05980], [0.61516, 1.47123, 1.71895], [-1.43957, -1.79100, -2.77118], [1.10916, -0.36546, 0.77727], [-0.58963, -0.38128, -0.94132], [-0.32272, 1.13594, 2.31450], [1.46835, 2.14772, 1.32946]],
  "forces_ev_per_angstrom": [[-0.3, -0.3, 0.5], [1.4, 1.0, 0.9], [-0.4, 0.5, 0.7], [0.2, 0.0, -0.3], [-0.1, -1.5, -0.5], [-1.0, 0.0, -1.1], [-0.9, -0.4, 0.5], [1.1, 0.7, -0.7]],
  "homo_lumo_gap_ev": 8.366,
  "multiplicity": 1,
  "total_charge": -1,
  "lumo_ev": 3.71,
  "homo_energy_ev": -4.66,
  "total_energy_ev": -11677.78601
}